P) C3H5O2P | wB97M-V/def2-TZVPD

Atoms and positions in Å:
C -0.150 -1.012 -0.125
C 0.527 -2.114 0.693
C -1.222 1.956 -0.596
O 0.668 -0.013 -0.352
O 1.461 2.414 -0.500
P 0.350 1.544 -0.706
H 0.348 -3.191 0.516
H -0.005 -1.957 1.703
H 1.534 -1.723 0.871
H -2.075 1.183 -0.599
H -1.437 2.913 -0.905

Calculated values
**2S+1**: 1

Q) C3H5O2P | wB97M-V/def2-TZVPD

Atoms and positions in Å:
C 1.269 -0.972 0.528
C 0.315 -0.258 -0.403
O 0.582 1.092 -0.606
C -0.645 0.754 0.010
P -2.048 1.060 -1.102
O -3.087 1.436 -0.105
H 1.456 -0.197 1.334
H 2.156 -1.361 -0.152
H 0.625 -1.821 0.963
H 0.032 -0.693 -1.468
H -0.655 0.961 1.001

Calculated values
**SMILES**: C[C@@H]1O[C@H]1P=O
**2S+1**: 1

So which one is most stable? That would be Q), about 0.0575 hartree below the next structure.

P) C4H3NS | wB97M-V/def2-TZVPD

Atoms and positions in Å:
C -1.305 0.299 -0.018
C -0.298 0.090 -0.798
C 1.056 -0.162 -0.269
S 2.453 -0.433 -1.089
C 1.133 -0.208 1.127
N 0.951 -0.559 2.255
H -1.209 0.426 1.094
H -2.392 0.557 -0.323
H -0.390 -0.009 -1.979

Calculated values
**SMILES**: C=CC(=S)C#N
**2S+1**: 1

Q) C4H3NS | wB97M-V/def2-TZVPD

Atoms and positions in Å:
C 2.284 1.246 0.158
C 1.390 0.318 0.034
C -0.097 0.469 -0.031
C -0.469 -0.988 0.053
N -0.704 1.543 -0.172
S 1.300 -1.466 -0.071
H -0.895 -1.270 1.017
H -1.093 -1.373 -0.754
H -1.716 1.522 -0.233

Calculated values
**2S+1**: 1

So which one is most stable? That would be P), about 0.0996 hartree below the next structure.

P) C16H24N8 | wB97M-V/def2-TZVPD

Atoms and positions in Å:
C 8.204 9.360 6.020
C 9.287 10.223 6.168
N 10.216 10.907 6.273
H 8.240 8.911 5.045
H 7.271 9.919 6.197
H 8.202 8.550 6.746
C 13.692 11.676 5.555
C 13.900 12.710 6.595
N 14.087 13.483 7.429
H 14.236 10.777 5.812
H 14.096 11.962 4.573
H 12.624 11.507 5.424
C 15.407 8.239 9.754
C 14.510 8.445 10.824
N 13.779 8.573 11.725
H 14.992 8.644 8.830
H 15.565 7.161 9.629
H 16.388 8.684 9.988
C 12.164 7.072 7.312
C 12.906 6.114 8.112
N 13.478 5.389 8.770
H 12.626 8.065 7.363
H 11.148 7.092 7.690
H 12.126 6.571 6.326
C 12.329 11.712 13.197
C 11.274 10.896 13.758
N 10.378 10.300 14.192
H 12.788 12.297 13.979
H 11.919 12.369 12.411
H 13.024 10.993 12.727
C 11.158 14.143 7.832
C 10.914 13.525 9.160
N 10.746 13.087 10.191
H 12.057 14.731 7.810
H 10.322 14.808 7.602
H 11.127 13.318 7.125
C 11.172 9.641 10.411
C 12.052 10.046 9.323
N 12.790 10.295 8.493
H 10.569 10.494 10.760
H 11.773 9.267 11.207
H 10.482 8.922 9.958
C 7.023 5.975 10.735
C 7.620 6.738 9.674
N 8.054 7.384 8.835
H 7.253 4.936 10.582
H 5.948 6.165 10.733
H 7.379 6.255 11.707

Calculated values
**SMILES**: CC#N.CC#N.CC#N.CC#N.CC#N.CC#N.CC#N.CC#N
**2S+1**: 1

Q) C16H24N8 | wB97M-V/def2-TZVPD

Atoms and positions in Å:
C -2.946 1.695 -1.355
C -3.677 2.705 -2.096
N -4.254 3.506 -2.676
H -3.406 0.714 -1.467
H -2.965 1.930 -0.295
H -1.922 1.643 -1.713
C 0.660 -0.165 -0.330
C -0.635 -0.318 0.343
N -1.669 -0.413 0.826
H 0.739 -0.923 -1.105
H 1.421 -0.434 0.407
H 0.707 0.864 -0.674
C -3.590 -2.317 2.815
C -4.477 -1.620 3.744
N -5.171 -1.075 4.473
H -3.321 -3.279 3.246
H -2.709 -1.713 2.616
H -4.090 -2.473 1.861
C -2.996 1.816 2.972
C -2.908 2.970 3.847
N -2.823 3.898 4.516
H -2.264 1.059 3.251
H -2.748 2.105 1.951
H -3.993 1.384 3.010
C 5.800 -1.793 2.196
C 4.521 -1.955 1.499
N 3.509 -2.074 0.978
H 5.624 -1.908 3.262
H 6.163 -0.779 2.017
H 6.541 -2.490 1.819
C 0.442 4.236 2.237
C 0.069 3.663 0.956
N -0.263 3.215 -0.042
H 1.123 3.560 2.754
H -0.446 4.351 2.859
H 0.918 5.202 2.104
C 3.306 -2.009 -2.485
C 3.367 -3.302 -3.170
N 3.401 -4.314 -3.715
H 4.303 -1.748 -2.135
H 2.697 -2.113 -1.587
H 2.880 -1.260 -3.145
C 0.978 -1.827 -6.213
C 0.574 -1.354 -4.895
N 0.278 -0.990 -3.851
H 1.033 -2.915 -6.206
H 1.964 -1.430 -6.441
H 0.254 -1.524 -6.964

Calculated values
**SMILES**: CC#N.CC#N.CC#N.CC#N.CC#N.CC#N.CC#N.CC#N
**2S+1**: 1

So which one is most stable? That would be Q), about 0.0035 hartree below the next structure.

P) ClHNO2P | wB97M-V/def2-TZVPD

Atoms and positions in Å:
N 0.356 2.130 0.530
O 1.524 1.842 0.550
O -0.583 1.455 0.482
P -0.710 -2.225 -1.145
Cl 0.704 -0.979 -0.438
H -1.290 -2.222 0.020

Calculated values
**2S+1**: 1

Q) ClHNO2P | wB97M-V/def2-TZVPD

Atoms and positions in Å:
N -1.664 -1.469 0.028
O -2.239 -1.442 -1.000
O -0.903 -2.306 0.397
P -1.744 0.044 1.023
Cl -2.771 1.186 -0.289
H 0.345 -0.305 0.284

Calculated values
**2S+1**: 1

R) ClHNO2P | wB97M-V/def2-TZVPD

Atoms and positions in Å:
O -0.797 -1.603 -0.381
N 0.055 -0.808 -0.107
O 1.446 -1.052 -0.172
P -0.225 0.666 0.810
Cl -1.542 1.761 -0.344
H 1.062 1.035 0.195

Calculated values
**SMILES**: O=[N+]([O-])PCl
**2S+1**: 1

So which one is most stable? That would be R), about 0.0375 hartree below the next structure.

P) C9H19P | wB97M-V/def2-TZVPD

Atoms and positions in Å:
C 1.853 0.792 0.186
C 1.987 -4.936 -0.045
C 1.552 -3.910 0.636
C 1.628 0.127 -1.090
C 3.285 0.599 0.696
C -3.757 1.087 -0.132
C -2.377 3.121 -0.195
C -1.336 0.817 0.002
C -2.494 1.684 0.434
P 0.764 1.550 1.111
H 2.367 -5.830 0.474
H 2.292 -5.017 -1.187
H 1.315 -3.028 0.022
H 1.415 -3.863 1.744
H 1.848 -1.007 -1.070
H 0.751 0.124 -1.620
H 2.435 0.420 -1.817
H 3.451 1.234 1.617
H 4.020 0.991 -0.009
H 3.318 -0.498 0.815
H -4.567 1.740 0.183
H -3.971 0.080 0.366
H -3.836 0.780 -1.305
H -3.227 3.724 0.123
H -1.478 3.768 0.282
H -2.257 3.056 -1.252
H -1.021 0.772 -1.038
H -1.358 -0.083 0.613
H -2.603 1.704 1.457

Calculated values
**2S+1**: 1

Q) C9H19P | wB97M-V/def2-TZVPD

Atoms and positions in Å:
C 1.570 -1.617 -0.259
C 3.314 2.786 0.231
C 4.364 2.057 -0.023
C 1.217 -2.789 0.621
C 3.068 -1.282 -0.275
C -2.486 1.471 0.147
C -4.595 0.210 0.157
C -2.483 -0.963 -0.495
C -3.274 0.380 -0.615
P 0.471 -0.543 -0.962
H 2.289 2.315 0.371
H 3.213 3.924 0.252
H 5.429 2.392 -0.218
H 4.212 0.903 -0.074
H 1.691 -3.693 0.367
H 1.429 -2.589 1.622
H 0.115 -2.759 0.329
H 3.308 -0.696 -1.155
H 3.808 -2.147 -0.169
H 3.440 -0.677 0.579
H -2.340 1.078 1.107
H -2.919 2.375 0.133
H -1.501 1.625 -0.243
H -5.388 -0.203 -0.539
H -4.584 -0.311 1.048
H -4.864 1.312 0.497
H -2.691 -1.683 -1.307
H -2.281 -1.312 0.534
H -3.531 0.437 -1.658

Calculated values
**2S+1**: 1

So which one is most stable? That would be P), about 0.0541 hartree below the next structure.

P) C3H3Cl3O | wB97M-V/def2-TZVPD

Atoms and positions in Å:
C -0.713 -1.985 0.974
C -1.634 -2.714 2.804
C -0.023 -0.135 -0.501
O -0.913 -0.873 0.338
Cl 0.801 -2.718 0.803
Cl -0.946 -4.249 2.767
Cl -3.361 -2.620 2.598
H 0.892 -0.707 -0.755
H 0.118 0.782 -0.104
H -0.521 -0.012 -1.535

Calculated values
**2S+1**: 1

Q) C3H3Cl3O | wB97M-V/def2-TZVPD

Atoms and positions in Å:
C 0.091 0.666 -1.231
C -1.096 0.165 -0.866
C 1.678 -1.583 -0.493
O -1.338 -0.507 0.293
Cl -2.495 -0.041 -1.904
Cl 0.689 -2.921 -0.329
Cl 2.949 -1.682 -1.674
H 0.232 1.046 -2.287
H 0.689 1.270 -0.617
H -0.595 -0.767 0.839

Calculated values
**2S+1**: 1

So which one is most stable? That would be Q), about 0.0498 hartree below the next structure.